No. 1
Here is a molecular structure, C25H41BrN2P2Ru at a distorted geometry from the Open Molecules 2025 dataset. Energies are from ωB97M-V/def2-TZVPD.

Cartesian coordinates (Å):
C1 -0.55 4.93 -2.49
C2 -0.73 3.62 -3.00
C3 -1.04 3.50 -4.37
C4 -1.14 4.67 -5.15
N1 -0.94 5.89 -4.64
C5 -0.66 6.04 -3.34
C6 -0.59 2.53 -2.12
C7 -0.55 1.99 -0.96
C8 -0.50 1.89 0.48
C9 0.47 2.56 1.28
C10 0.59 2.25 2.63
C11 -0.28 1.30 3.19
C12 -1.41 0.88 2.52
C13 -1.52 1.13 1.12
Ru1 -0.19 0.15 -0.60
P1 1.69 -0.54 1.10
H1 -1.21 2.53 -4.84
H2 -0.32 5.08 -1.43
H3 -1.38 4.62 -6.22
H4 -0.50 7.05 -2.95
H5 -2.51 1.07 0.64
H6 1.16 3.24 0.79
H7 -2.29 0.39 2.96
H8 1.39 2.72 3.21
C14 1.91 -2.19 1.97
C15 2.84 -3.23 1.33
H9 0.91 -2.61 2.12
H10 2.27 -1.96 2.99
H11 3.04 -4.04 2.05
H12 2.41 -3.70 0.43
H13 3.82 -2.82 1.05
C16 2.32 -0.72 -0.63
C17 2.91 0.58 -1.17
H14 1.41 -0.97 -1.25
H15 3.03 -1.56 -0.66
H16 3.17 0.44 -2.22
H17 2.15 1.38 -1.12
H18 3.82 0.89 -0.63
C18 3.14 0.33 1.93
C19 4.47 -0.41 1.97
H19 2.80 0.58 2.95
H20 3.22 1.28 1.39
H21 5.20 0.28 2.43
H22 4.42 -1.30 2.60
H23 4.84 -0.68 0.97
Br1 -1.21 -1.64 3.96
P2 -1.67 -1.56 -0.60
C20 -0.56 -2.97 -0.07
C21 -0.83 -4.41 -0.49
H24 -0.58 -2.87 1.03
H25 0.44 -2.66 -0.41
H26 0.11 -4.96 -0.36
H27 -1.58 -4.88 0.16
H28 -1.13 -4.46 -1.53
C22 -3.12 -1.85 0.48
C23 -4.07 -3.03 0.21
H29 -3.71 -0.92 0.51
H30 -2.70 -1.99 1.49
H31 -4.70 -3.20 1.09
H32 -4.76 -2.84 -0.62
H33 -3.54 -3.96 0.01
C24 -2.08 -0.46 -2.06
C25 -3.01 -0.76 -3.25
H34 -1.08 -0.16 -2.51
H35 -2.47 0.45 -1.57
H36 -3.16 0.20 -3.77
H37 -2.54 -1.45 -3.95
H38 -3.99 -1.12 -2.92
N2 0.15 0.75 4.48
H39 -0.03 1.43 5.21
H40 1.14 0.45 4.52
H41 -0.42 -0.18 4.63

Summary:
Energy above the lowest of the compared OMol25 structures with the same formula, charge and spin   2.6703 eV
E   -4436.45883 Eh
Kohn-Sham gap (alpha / beta)   5.9 / 5.0 eV
Total charge   +4
2S+1   5
Highest occupied orbital energy (alpha / beta)   -19.1324 / -20.2605 eV

In elementary charge units, the Löwdin charges are: C 0.084; C -0.173; C 0.086; C 0.028; N 0.289; C 0.025; C 0.129; C -0.214; C -0.379; C 0.009; C -0.003; C -0.266; C -0.084; C -0.088; Ru 0.831; P 0.998; H 0.146; H 0.147; H 0.174; H 0.172; H 0.126; H 0.144; H 0.094; H 0.155; C -0.399; C -0.112; H -0.003; H 0.084; H 0.109; H 0.076; H 0.071; C -0.417; C -0.118; H 0.037; H 0.099; H 0.105; H 0.053; H 0.089; C -0.376; C -0.097; H 0.064; H 0.070; H 0.107; H 0.083; H 0.090; Br 0.716; P 1.017; C -0.373; C -0.087; H 0.053; H 0.039; H 0.096; H 0.086; H 0.097; C -0.358; C -0.082; H 0.089; H 0.030; H 0.105; H 0.090; H 0.065; C -0.389; C -0.072; H 0.077; H 0.075; H 0.091; H 0.098; H 0.096; N 0.157; H 0.187; H 0.166; H -0.113



No. 2
Here is a molecular structure, C25H41CrN2P at a distorted geometry from the Open Molecules 2025 dataset. Energies are from ωB97M-V/def2-TZVPD.

Cartesian coordinates (Å):
C1 1.15 2.55 -3.45
C2 -0.14 2.05 -3.29
C3 -0.39 0.96 -2.44
C4 0.64 0.36 -1.71
C5 1.93 0.88 -1.88
C6 2.18 1.98 -2.71
C7 -1.80 0.48 -2.35
C8 -1.98 -1.00 -1.94
N1 -1.46 -1.99 -2.84
Cr1 0.11 -1.18 -0.36
C9 3.07 0.21 -1.17
P1 2.48 -1.47 -0.70
H1 -0.98 2.48 -3.84
H2 3.20 2.35 -2.80
H3 1.34 3.38 -4.14
H4 3.36 0.73 -0.25
H5 3.98 0.14 -1.80
H6 -2.34 1.10 -1.62
H7 -2.31 0.66 -3.31
H8 -1.60 -1.26 -0.88
C10 3.82 -2.07 0.34
C11 2.69 -2.38 -2.27
H9 -3.07 -1.17 -1.80
C12 -0.69 -1.72 -4.03
C13 -2.20 -3.24 -2.91
H10 0.91 -1.87 0.84
H11 -1.13 -2.30 -4.86
H12 -0.67 -0.66 -4.33
H13 0.36 -2.06 -3.91
H14 -2.32 -3.53 -3.97
H15 -1.68 -4.06 -2.38
H16 -3.22 -3.14 -2.47
H17 3.76 -2.48 -2.52
H18 2.24 -3.36 -2.14
H19 2.18 -1.87 -3.10
H20 4.79 -2.02 -0.18
H21 3.87 -1.46 1.26
H22 3.61 -3.10 0.62
H23 0.10 -2.68 0.35
C14 1.97 1.16 5.12
C15 1.20 1.49 3.87
C16 0.83 2.81 3.62
C17 0.09 3.16 2.49
C18 -0.27 4.60 2.26
C19 -0.32 2.15 1.61
C20 -0.03 0.80 1.86
C21 0.81 0.50 2.96
N2 -0.71 -0.24 1.17
C22 -2.06 -0.53 1.70
C23 -2.21 -0.26 3.21
C24 -3.09 0.37 1.02
C25 -2.40 -1.99 1.44
H24 2.93 1.69 5.15
H25 1.42 1.44 6.03
H26 2.17 0.08 5.17
H27 1.13 3.60 4.33
H28 -0.91 4.99 3.07
H29 0.63 5.24 2.24
H30 -0.80 4.73 1.31
H31 -0.89 2.42 0.71
H32 1.09 -0.54 3.16
H33 -2.12 0.81 3.46
H34 -3.21 -0.57 3.52
H35 -1.49 -0.83 3.81
H36 -3.11 0.19 -0.07
H37 -4.08 0.15 1.42
H38 -2.86 1.43 1.19
H39 -2.42 -2.22 0.36
H40 -1.66 -2.64 1.92
H41 -3.39 -2.21 1.85

Summary:
Energy above the lowest of the compared OMol25 structures with the same formula, charge and spin   0.0000 eV
E   -2472.35031 Eh
Kohn-Sham gap (alpha / beta)   7.1 / 6.5 eV
2S+1   5
Highest occupied orbital energy (alpha / beta)   -6.6068 / -7.1356 eV

In elementary charge units, the natural (NBO) charges are: C -0.213; C -0.224; C -0.042; C -0.374; C -0.048; C -0.218; C -0.443; C -0.144; N -0.506; Cr 0.651; C -0.718; P 1.041; H 0.201; H 0.202; H 0.211; H 0.241; H 0.226; H 0.236; H 0.218; H 0.109; C -0.954; C -0.941; H 0.204; C -0.387; C -0.392; H 0.101; H 0.184; H 0.216; H 0.175; H 0.191; H 0.184; H 0.193; H 0.228; H 0.236; H 0.255; H 0.238; H 0.251; H 0.241; H -0.090; C -0.630; C -0.010; C -0.242; C -0.018; C -0.627; C -0.216; C 0.154; C -0.218; N -0.763; C 0.118; C -0.622; C -0.617; C -0.599; H 0.215; H 0.218; H 0.210; H 0.200; H 0.216; H 0.217; H 0.214; H 0.206; H 0.194; H 0.219; H 0.204; H 0.212; H 0.192; H 0.201; H 0.216; H 0.191; H 0.214; H 0.211



No. 3
Here is a molecular structure, C25H41N2O2PdSi4Te from the Open Molecules 2025 dataset. Energies are from ωB97M-V/def2-TZVPD.

Cartesian coordinates (Å):
Pd1 -2.25 -0.30 -0.10
O1 -1.77 -0.66 1.79
C1 -2.73 -0.90 2.64
C2 -2.48 -0.62 4.01
C3 -3.42 -0.87 4.98
C4 -4.68 -1.37 4.66
C5 -4.96 -1.62 3.33
C6 -4.02 -1.42 2.32
C7 -4.45 -1.74 0.95
N1 -3.66 -2.04 0.00
C8 -4.21 -2.23 -1.33
C9 -3.23 -1.62 -2.34
N2 -2.96 -0.23 -1.96
C10 -3.60 0.71 -2.57
C11 -3.65 2.09 -2.21
C12 -3.87 3.04 -3.23
C13 -3.96 4.38 -2.97
C14 -3.90 4.80 -1.62
C15 -3.74 3.92 -0.60
C16 -3.57 2.50 -0.83
O2 -3.41 1.70 0.13
H1 -1.51 -0.21 4.25
H2 -3.17 -0.65 6.02
H3 -5.42 -1.57 5.43
H4 -5.94 -2.01 3.05
H5 -5.53 -1.73 0.78
H6 -5.19 -1.73 -1.43
H7 -4.34 -3.29 -1.55
H8 -3.65 -1.69 -3.35
H9 -2.28 -2.16 -2.32
H10 -4.15 0.42 -3.46
H11 -3.93 2.68 -4.25
H12 -4.07 5.10 -3.77
H13 -3.99 5.86 -1.40
H14 -3.71 4.24 0.43
C17 3.51 -0.50 -3.55
Si1 3.61 0.62 -2.05
C18 5.43 0.85 -1.64
C19 2.93 2.30 -2.57
Si2 2.35 -0.26 -0.29
Te1 0.09 -0.28 -1.26
Si3 3.04 -2.44 0.13
C20 2.56 -3.57 -1.29
C21 4.91 -2.62 0.37
C22 2.22 -3.12 1.68
Si4 2.63 1.04 1.62
C23 1.46 0.48 2.98
C24 2.25 2.84 1.26
C25 4.38 0.97 2.30
H15 3.95 -0.02 -4.43
H16 2.46 -0.74 -3.77
H17 4.03 -1.45 -3.38
H18 5.97 1.24 -2.51
H19 5.90 -0.09 -1.35
H20 5.57 1.56 -0.82
H21 3.44 2.65 -3.47
H22 3.06 3.04 -1.79
H23 1.86 2.21 -2.78
H24 3.09 -3.30 -2.21
H25 1.49 -3.47 -1.49
H26 2.78 -4.61 -1.05
H27 5.45 -2.31 -0.53
H28 5.17 -3.66 0.58
H29 5.27 -2.00 1.20
H30 1.14 -2.96 1.63
H31 2.58 -2.62 2.58
H32 2.40 -4.19 1.78
H33 0.43 0.45 2.60
H34 1.49 1.17 3.83
H35 1.71 -0.52 3.33
H36 1.28 2.94 0.77
H37 3.00 3.28 0.59
H38 2.24 3.43 2.18
H39 4.65 -0.05 2.61
H40 4.47 1.61 3.18
H41 5.12 1.29 1.56

Summary:
Energy above the lowest of the compared OMol25 structures with the same formula, charge and spin   1.1426 eV
E   -2791.25810 Eh
Kohn-Sham gap   6.3 eV
Total charge   -1
Highest occupied orbital energy   -3.9551 eV

In elementary charge units, the Löwdin charges are: Pd 0.659; O -0.244; C -0.346; C -0.019; C -0.104; C -0.125; C -0.077; C -0.147; C -0.110; N -0.033; C -0.212; C -0.230; N -0.171; C -0.097; C -0.154; C -0.080; C -0.133; C -0.112; C -0.026; C -0.397; O -0.111; H 0.104; H 0.095; H 0.085; H 0.101; H 0.125; H 0.113; H 0.115; H 0.112; H 0.078; H 0.131; H 0.102; H 0.082; H 0.092; H 0.104; C -0.229; Si 0.287; C -0.219; C -0.228; Si -0.047; Te 0.499; Si 0.304; C -0.231; C -0.222; C -0.221; Si 0.316; C -0.215; C -0.222; C -0.219; H 0.024; H 0.015; H 0.012; H 0.024; H 0.009; H 0.012; H 0.025; H 0.011; H 0.008; H 0.010; H 0.008; H 0.025; H 0.010; H 0.024; H 0.011; H 0.032; H 0.013; H 0.025; H 0.013; H 0.030; H 0.016; H 0.032; H 0.011; H 0.026; H 0.012; H 0.025; H 0.010